Entry 1:
A cluster of 6 separate species, C13H37NO6 in total in a non-equilibrium geometry. Source: the Open Molecules 2025 dataset; level of theory: ωB97M-V/def2-TZVPD.

Values from the calculation:
Frontier orbital gap in eV: 7.583
Largest force on an atom in eV/Å: 10.76
Highest occupied orbital energy in eV: -7.57
Energy above the lowest of the compared OMol25 structures with the same formula, charge and spin in eV: 13.199
LUMO energy in eV: 0.01
SMILES: CC1(C)CCCC(C)(C)N1O.CCO.CCO.O.O.O

```
! RIJCOSX wB97M-V def2-TZVPD def2/J DEFGRID3
* xyz 0 1
C 14.330 -24.289 13.984
C 13.581 -25.469 14.466
C 12.665 -25.933 13.329
C 14.630 -26.652 14.613
C 15.425 -26.602 15.963
C 14.488 -26.508 17.180
C 13.425 -25.380 17.121
C 12.291 -25.581 18.178
C 14.100 -24.060 17.412
N 12.822 -25.316 15.738
O 11.861 -24.335 15.550
H 14.856 -24.570 13.071
H 13.670 -23.438 13.816
H 15.056 -23.896 14.695
H 11.933 -26.682 13.630
H 12.040 -25.132 12.934
H 13.207 -26.313 12.463
H 14.161 -27.631 14.519
H 15.399 -26.666 13.841
H 16.056 -27.490 16.007
H 16.144 -25.782 15.983
H 15.158 -26.274 18.008
H 14.141 -27.517 17.401
H 11.554 -24.791 18.031
H 12.797 -25.618 19.142
H 11.677 -26.474 18.060
H 15.039 -23.908 16.879
H 14.250 -24.016 18.490
H 13.468 -23.202 17.182
H 12.405 -23.596 15.270
C 17.831 -26.052 17.762
C 18.163 -27.424 17.129
O 16.987 -28.070 16.749
H 17.297 -25.993 18.710
H 17.161 -25.522 17.085
H 18.716 -25.456 17.986
H 18.799 -28.076 17.728
H 18.684 -27.227 16.192
H 16.991 -27.925 15.800
C 18.198 -24.809 20.447
C 17.122 -25.204 21.360
O 17.617 -25.371 22.669
H 17.835 -24.487 19.471
H 18.899 -25.559 20.080
H 18.770 -23.989 20.882
H 16.693 -26.174 21.109
H 16.270 -24.526 21.404
H 17.541 -24.595 23.229
O 16.605 -22.906 20.044
H 17.109 -22.160 19.719
H 16.787 -22.929 20.983
O 16.079 -25.005 18.758
H 15.869 -24.700 17.875
H 16.296 -24.209 19.242
O 15.541 -27.442 18.598
H 15.298 -28.122 17.970
H 16.073 -26.827 18.093
*
```

Entry 2:
The molecule C4H4ClF2NO3 in a non-equilibrium geometry. Source: the Open Molecules 2025 dataset; level of theory: ωB97M-V/def2-TZVPD.

Values from the calculation:
Frontier orbital gap in eV: 9.627
Largest force on an atom in eV/Å: 4.00
Highest occupied orbital energy in eV: -11.04
Energy above the lowest of the compared OMol25 structures with the same formula, charge and spin in eV: 0.000
LUMO energy in eV: -1.41
SMILES: C=C([C@@H](O)C(F)(F)Cl)[N+](=O)[O-]

```
! RIJCOSX wB97M-V def2-TZVPD def2/J DEFGRID3
* xyz 0 1
C 0.058 0.044 2.046
C 0.277 0.339 0.720
C -0.867 0.173 -0.278
O -1.222 1.273 -1.055
C -0.547 -1.157 -1.185
F -1.563 -2.042 -0.996
F -0.431 -0.810 -2.521
Cl 1.075 -1.906 -0.795
N 1.509 0.897 0.242
O 2.467 0.904 1.000
O 1.526 1.179 -0.989
H 0.858 0.051 2.695
H -0.906 -0.173 2.509
H -1.735 -0.298 0.334
H -0.499 1.526 -1.727
*
```

Entry 3:
A structure of composition C15H23N2OOs in a non-equilibrium geometry. Source: the Open Molecules 2025 dataset; level of theory: ωB97M-V/def2-TZVPD.

Values from the calculation:
Frontier orbital gap (spin up / spin down) in eV: 6.064 / 7.072
Largest force on an atom in eV/Å: 3.20
Highest occupied orbital energy (spin up / spin down) in eV: -8.67 / -11.86
⟨S²⟩: 6.024
LUMO energy (spin up / spin down) in eV: -2.60 / -4.79

```
! RIJCOSX wB97M-V def2-TZVPD def2/J DEFGRID3
* xyz 1 5
C -3.319 -3.517 -0.365
C -2.433 -4.470 0.297
C -4.337 -2.817 0.403
C -3.302 -3.418 -1.821
H -5.272 -3.412 0.495
H -4.632 -1.858 -0.068
H -4.005 -2.608 1.439
H -2.874 -5.489 0.351
H -2.210 -4.175 1.340
H -1.473 -4.577 -0.244
H -3.977 -4.162 -2.300
H -2.292 -3.612 -2.230
H -3.636 -2.426 -2.179
C 0.706 0.792 2.155
C -0.720 0.705 2.147
C -1.073 -0.663 1.933
H -1.397 1.514 2.345
C 0.157 -1.419 1.888
C 1.241 -0.530 2.003
H 2.288 -0.796 1.996
H 1.276 1.709 2.286
H -2.072 -1.062 1.824
H 0.227 -2.494 1.817
C -0.160 0.958 -2.185
C -0.442 1.995 -1.243
C -1.629 1.646 -0.534
H 0.135 2.902 -1.085
C -2.058 0.363 -0.999
C -1.157 -0.029 -2.051
H -1.238 -0.924 -2.648
H 0.676 0.919 -2.865
H -2.145 2.279 0.160
H -2.886 -0.217 -0.621
Os -0.294 0.247 0.166
N 2.611 3.160 0.298
C 2.902 1.943 -0.211
N 4.196 1.577 -0.458
O 2.043 1.012 -0.456
H 3.362 3.870 0.359
H 1.671 3.465 0.541
H 4.250 0.635 -0.774
H 5.026 2.175 -0.423
*
```

Entry 4:
The molecule C5H14N2 in a non-equilibrium geometry. Source: the Open Molecules 2025 dataset; level of theory: ωB97M-V/def2-TZVPD.

Values from the calculation:
Frontier orbital gap in eV: 10.141
Largest force on an atom in eV/Å: 1.54
Highest occupied orbital energy in eV: -9.03
Energy above the lowest of the compared OMol25 structures with the same formula, charge and spin in eV: 0.873
LUMO energy in eV: 1.11
SMILES: CNCC[C@@H](C)N

```
! RIJCOSX wB97M-V def2-TZVPD def2/J DEFGRID3
* xyz 0 1
C -1.425 2.273 1.435
N -0.728 1.440 0.436
C 0.483 0.782 0.967
C 1.092 -0.125 -0.093
C 0.325 -1.405 -0.349
C -0.619 -1.235 -1.536
N 1.212 -2.586 -0.506
H -2.312 2.625 0.910
H -0.821 3.132 1.748
H -1.744 1.686 2.290
H -0.369 2.068 -0.281
H 1.224 1.511 1.334
H 0.170 0.243 1.858
H 1.197 0.456 -1.016
H 2.132 -0.299 0.189
H -0.305 -1.632 0.514
H 0.013 -1.139 -2.434
H -1.218 -2.116 -1.766
H -1.212 -0.334 -1.413
H 2.070 -2.263 -0.967
H 0.833 -3.080 -1.320
*
```

What is the largest force on an atom in the fourth record? 1.54 eV/Å